C33H79F2N10O12S2V | ωB97M-V with the def2-TZVPD basis set

Positions of all 139 atoms, in Å:
O 14.08400 -15.14444 12.60438
V 12.70823 -14.52801 13.13273
N 13.44963 -12.78013 13.97460
S 12.57346 -11.77856 15.11110
O 11.28487 -11.30803 14.69605
O 13.27210 -11.04418 16.14353
F 12.03070 -13.06234 15.89437
S 14.27582 -11.57219 13.49245
O 15.68361 -11.45747 13.93524
O 13.65670 -10.29837 13.11003
F 14.37241 -12.18713 11.99166
C 19.59698 -14.93021 18.69037
C 18.27172 -15.61110 18.21098
N 17.33596 -14.75792 17.49553
C 17.53554 -14.53193 16.04215
C 17.61894 -15.83082 15.16919
C 16.95970 -13.54012 18.24923
C 15.61599 -12.90384 17.89741
H 20.17282 -14.48713 17.87785
H 20.05556 -15.80836 19.14495
H 19.42308 -14.11124 19.38832
H 18.47719 -16.49812 17.61172
H 17.65603 -16.01654 19.01388
H 18.54382 -14.13070 15.93976
H 16.89447 -13.76139 15.61391
H 17.70536 -15.61579 14.10412
H 16.69442 -16.40702 15.20596
H 18.47556 -16.40593 15.52070
H 16.93728 -13.77648 19.31305
H 17.66695 -12.73436 18.05267
H 15.34294 -12.88799 16.84229
H 14.74414 -13.50240 18.16142
H 15.44166 -11.99409 18.47192
C 19.33775 -11.26533 14.88535
C 18.50450 -10.23418 15.66990
N 18.81797 -10.24215 17.12969
C 18.30804 -9.03360 17.82533
C 16.81007 -8.95740 17.68707
C 20.16047 -10.66446 17.53683
C 21.24659 -9.60842 17.37764
H 20.36273 -10.89574 14.91545
H 19.06363 -11.15848 13.83580
H 19.24570 -12.33513 15.07288
H 18.70256 -9.22361 15.31266
H 17.43210 -10.42470 15.71181
H 18.48871 -9.12248 18.89657
H 18.84603 -8.11749 17.58162
H 16.51559 -8.23599 16.92486
H 16.36257 -9.90325 17.38176
H 16.40523 -8.70255 18.66649
H 20.44316 -11.64380 17.15071
H 20.10740 -10.90236 18.59923
H 21.32669 -9.34481 16.32303
H 22.21153 -10.10051 17.49939
H 21.19109 -8.72383 18.01208
C 14.40808 -6.15245 10.58347
O 14.63777 -5.36185 9.70638
N 15.26823 -7.07975 10.97892
C 15.09194 -7.86295 12.19258
C 16.48327 -7.22848 10.17046
H 13.41353 -6.17225 11.05536
H 14.08161 -7.74463 12.58417
H 15.73501 -7.59693 13.03152
H 15.20246 -8.92706 11.98383
H 16.51989 -6.61005 9.27363
H 17.29400 -6.98493 10.85713
H 16.61362 -8.25314 9.82233
C 9.45183 -13.68651 14.00255
O 10.50504 -14.24379 13.69872
N 8.53402 -14.30127 14.77830
C 8.58686 -15.75929 15.13576
C 7.22790 -13.70996 15.19807
H 9.28207 -12.60654 13.87200
H 9.44490 -16.19847 14.62684
H 7.74866 -16.28881 14.68285
H 8.76071 -16.02384 16.17878
H 7.48051 -13.24557 16.15130
H 7.04186 -12.96768 14.42185
H 6.45973 -14.41499 15.51577
C 11.26679 -13.62957 10.24901
O 12.03157 -13.45548 11.20351
N 11.72958 -14.22319 9.09333
C 10.73332 -14.60020 8.06171
C 13.08328 -14.55022 8.75391
H 10.20620 -13.34173 10.31605
H 10.75566 -13.93368 7.19954
H 9.69968 -14.71344 8.38860
H 10.87555 -15.58073 7.60734
H 13.14584 -14.61683 7.66775
H 13.74742 -13.78957 9.16430
H 13.30143 -15.51656 9.20857
C 11.01361 -16.02006 19.97956
O 12.09807 -16.10559 19.39050
N 9.96106 -15.11361 19.90864
C 8.98834 -15.04756 20.96580
C 10.04526 -14.03495 18.95367
H 10.64758 -16.87920 20.56276
H 8.79441 -15.92091 21.58850
H 7.99505 -14.99945 20.51953
H 9.35843 -14.26966 21.63362
H 10.38685 -13.12585 19.44862
H 10.68625 -14.23568 18.09521
H 9.09931 -13.93771 18.42094
C 13.55439 -15.64289 16.21756
O 12.97426 -15.44832 15.13604
N 13.87570 -16.81952 16.71530
C 14.60521 -16.89436 17.98319
C 13.51573 -18.13163 16.15759
H 13.89832 -14.74731 16.75777
H 15.46027 -17.56469 17.89593
H 13.86999 -17.17028 18.73911
H 14.91971 -15.89608 18.28756
H 12.90262 -18.65547 16.89093
H 12.95625 -18.14390 15.22221
H 14.41766 -18.71538 15.97354
C 11.04203 -8.50975 12.23205
O 11.05768 -7.34851 12.65375
N 9.91078 -9.12883 11.92176
C 9.74368 -10.51780 11.59244
C 8.68229 -8.32258 11.70989
H 11.90484 -9.19165 12.17949
H 9.01787 -11.02933 12.22461
H 10.68120 -11.06410 11.69587
H 9.38247 -10.53807 10.56422
H 8.84178 -7.26725 11.93109
H 8.35963 -8.59034 10.70377
H 7.83564 -8.62769 12.32486
C 8.60248 -9.55490 15.26349
O 7.53827 -9.10349 14.73200
N 8.65212 -9.88307 16.54818
C 9.98849 -9.61493 17.17872
C 7.44494 -10.07398 17.40927
H 9.61587 -9.47235 14.84106
H 10.17593 -10.25838 18.03834
H 9.66663 -8.71177 17.69718
H 10.79646 -9.38500 16.48416
H 7.18464 -9.30539 18.13701
H 6.55442 -10.08873 16.78089
H 7.52324 -11.01374 17.95591

Summary:
HOMO level (spin up / spin down) in eV: -7.0 / -7.4
2S+1: 3
E_LUMO (spin up / spin down) in eV: -0.108 / -0.156
Kohn-Sham gap (spin up / spin down) in eV: 6.9 / 7.2
DFT total energy in a.u.: -4695.14424

C32H38N6OPd | ωB97M-V with the def2-TZVPD basis set

Positions of all 78 atoms, in Å:
Pd -0.70514 -0.02672 -0.42188
N -4.93072 1.05949 -1.66819
C -5.53147 1.28100 -0.32739
C -5.72879 -0.07601 0.35540
C -4.40801 -0.73780 0.74004
N -3.67946 -1.15301 -0.52569
C -3.53601 0.19010 1.57908
C -3.32821 1.59564 1.00406
N -2.25147 1.62787 -0.03750
C -4.65314 2.19896 0.52442
H -5.62803 0.63349 -2.27486
H -3.89136 -0.42023 -1.24247
H -4.72630 1.95347 -2.10621
H -6.50921 1.75912 -0.42069
H -6.31923 -0.74070 -0.28222
H -6.31195 0.06177 1.26704
H -4.59462 -1.65503 1.29616
H -3.98672 -2.06534 -0.85927
H -2.64848 -1.16303 -0.39692
H -2.57008 -0.27692 1.78717
H -4.04374 0.29298 2.54123
H -2.96775 2.21776 1.82273
H -1.61205 2.39122 0.17250
H -2.65383 1.86030 -0.94075
H -4.45988 3.13558 -0.00621
H -5.23498 2.47661 1.40594
C 1.61489 -1.22907 3.01204
C 2.41965 -2.28399 2.32504
C 2.14503 -2.70915 1.09429
C 1.11639 -2.04143 0.28780
C 0.32315 -1.09577 0.80697
C 0.37126 -0.66655 2.23745
C 0.92520 -2.26206 -1.14494
C 1.65440 -3.16009 -1.94374
C 1.38413 -3.23495 -3.27915
C 0.38369 -2.41914 -3.85228
C 0.06189 -2.45147 -5.22871
C -0.90799 -1.63442 -5.73438
C -1.59983 -0.75075 -4.88142
C -1.31663 -0.69870 -3.54345
C -0.31580 -1.53323 -3.00200
N -0.02611 -1.48904 -1.66919
H 1.29516 -1.65268 3.96583
H 3.20210 -2.76370 2.90063
H 2.69943 -3.53205 0.66380
H -0.57265 -0.87000 2.74750
H 2.42408 -3.76942 -1.49405
H 1.93574 -3.91615 -3.91534
H 0.60204 -3.13460 -5.87200
H -1.14762 -1.65784 -6.78823
H -2.35975 -0.10082 -5.29532
H -1.85082 -0.00635 -2.90096
C 4.48037 -0.02385 2.62040
N 3.28404 0.82322 2.63391
N 2.85158 1.14817 1.30443
C 1.53113 1.28137 1.20340
O 0.89347 1.68091 0.22139
C 0.90788 0.76639 2.47392
C 2.10241 0.25354 3.29814
C 2.13406 0.59067 4.77297
C 3.79625 1.69790 0.38081
C 4.67541 2.68523 0.79909
C 5.58045 3.20273 -0.11415
C 5.59177 2.74304 -1.42412
C 4.70477 1.75600 -1.82882
C 3.80394 1.22071 -0.92008
H 4.46319 -0.74691 1.80152
H 4.53087 -0.55260 3.57048
H 5.37137 0.59383 2.53247
H 0.24952 1.51414 2.91624
H 1.21621 0.26676 5.26620
H 2.25505 1.66400 4.91157
H 2.96956 0.08836 5.26424
H 4.64584 3.02939 1.82496
H 6.27707 3.96971 0.19587
H 6.29929 3.15376 -2.13178
H 4.72386 1.39708 -2.84906
H 3.11025 0.43929 -1.20573

Summary:
HOMO level in eV: -12.7
Total charge: +2
E_LUMO in eV: -5.959
Kohn-Sham gap in eV: 6.7
DFT total energy in a.u.: -1773.32499

C32H48N7O5PS3V | ωB97M-V with the def2-TZVPD basis set

Positions of all 97 atoms, in Å:
V -0.24043 0.54252 0.06639
C 5.67863 5.68418 -3.33483
C 4.90928 4.86624 -2.33674
C 4.99008 5.14144 -0.97520
C 4.29849 4.37602 -0.04824
C 3.51959 3.32224 -0.49594
C 3.41565 3.02821 -1.84990
C 4.11106 3.80271 -2.75996
S 2.64452 2.31934 0.65826
O 3.25415 1.01218 0.67964
O 2.57193 3.03596 1.91192
N 1.17505 2.15088 0.02187
C 0.22248 3.12420 0.16766
C 0.35481 4.51528 0.13398
C -0.79763 5.26723 0.16906
C -2.05033 4.65104 0.22889
C -2.09951 3.27851 0.28228
N -0.98450 2.53855 0.29299
H 5.95359 6.65447 -2.92480
H 5.09893 5.84407 -4.24332
H 6.59838 5.16900 -3.61854
H 5.59877 5.96959 -0.63421
H 4.35079 4.59412 1.00997
H 2.78519 2.21133 -2.18077
H 4.03054 3.58417 -3.81764
H 1.33290 4.96882 0.05956
H -0.73209 6.34674 0.13008
H -2.96076 5.23139 0.23078
H -3.03778 2.74035 0.32983
C 2.60491 -0.91153 4.60865
N 1.69078 -0.02392 3.90632
C 1.24987 1.19129 4.57923
C 1.26934 -0.26553 2.64971
N 0.28581 0.37928 2.09407
N 1.95557 -1.25894 1.97978
C 1.93701 -1.49383 0.61839
N 2.84155 -2.41231 0.19712
N 1.09594 -0.94513 -0.17684
H 2.48970 -0.74945 5.67665
H 3.65061 -0.71874 4.34912
H 2.36006 -1.95706 4.41662
H 1.92161 1.38532 5.41032
H 0.23355 1.09423 4.97320
H 1.31720 2.04132 3.89842
H -0.10660 1.07184 2.71751
H 2.79126 -1.57243 2.44130
H 3.67263 -2.58626 0.73566
H 2.94149 -2.51238 -0.80156
H 1.20351 -1.25464 -1.15178
C -2.03442 -4.12896 -3.11154
C -2.78834 -2.82030 -2.97590
C -3.97436 -2.92840 -2.03995
O -1.97674 -1.74065 -2.42909
P -0.73641 -1.06220 -3.18972
S 0.88065 -2.16568 -3.21796
S -0.58608 0.78561 -2.34235
O -1.20358 -0.83735 -4.68397
C -2.12706 0.15583 -5.21831
C -2.38933 -0.27005 -6.64718
C -3.40717 0.30001 -4.41610
H -1.65458 -4.46225 -2.14511
H -1.19601 -4.04031 -3.79677
H -2.71953 -4.88657 -3.49537
H -3.12585 -2.50544 -3.96521
H -3.63290 -3.20772 -1.04048
H -4.66334 -3.69616 -2.39149
H -4.50652 -1.97903 -1.97882
H -1.58117 1.10251 -5.20440
H -2.97613 -1.18960 -6.66916
H -1.45068 -0.44198 -7.17097
H -2.94597 0.50835 -7.16904
H -3.97805 -0.62862 -4.41046
H -4.02354 1.06157 -4.89568
H -3.21209 0.61062 -3.39152
C -0.52616 -4.81266 5.17834
C -1.07012 -3.89821 4.11960
C -0.65491 -4.00091 2.80022
C -1.13713 -3.15761 1.80554
C -0.75053 -3.44351 0.37956
C -2.07296 -2.17555 2.16976
C -2.53834 -1.15937 1.24199
O -1.83156 -0.57141 0.42501
C -2.55830 -2.08991 3.49473
C -3.59160 -1.06873 3.89972
C -2.03108 -2.93950 4.44640
H 0.16624 -5.54023 4.75940
H -1.33434 -5.35360 5.67204
H -0.00376 -4.24267 5.94881
H 0.04945 -4.77776 2.52348
H 0.32719 -3.58163 0.28525
H -1.05671 -2.67750 -0.32563
H -1.21426 -4.38765 0.08323
H -3.58810 -0.84460 1.30710
H -3.24815 -0.04697 3.72710
H -3.81996 -1.16599 4.95876
H -4.52534 -1.20340 3.35032
H -2.37794 -2.86581 5.47086

Summary:
HOMO level (spin up / spin down) in eV: -10.2 / -10.2
Total charge: +1
2S+1: 3
E_LUMO (spin up / spin down) in eV: -3.109 / -3.268
Kohn-Sham gap (spin up / spin down) in eV: 7.1 / 7.0
DFT total energy in a.u.: -4487.66728

C5H7INO | ωB97M-V with the def2-TZVPD basis set

Positions of all 15 atoms, in Å:
C -0.47761 0.74910 0.06899
C -1.70812 1.49910 -0.15631
C -0.36446 -0.66526 -0.59555
C 1.59207 -0.10018 0.70366
C 0.62477 1.07135 0.76969
N 1.06744 -0.77681 -0.55296
O -2.84582 1.38100 -0.34611
I -4.21298 -0.64558 -0.08629
H -0.58903 -1.37411 0.21621
H -0.92165 -0.55356 -1.54983
H 2.58066 0.17714 0.64512
H 1.38830 -0.70150 1.63653
H 0.75894 1.91948 1.29529
H 1.54023 -1.66478 -0.69128
H 1.56725 -0.31539 -1.35716

Summary:
HOMO level (spin up / spin down) in eV: -12.4 / -11.8
Total charge: +1
E_LUMO (spin up / spin down) in eV: -4.590 / -4.885
Kohn-Sham gap (spin up / spin down) in eV: 7.8 / 6.9
DFT total energy in a.u.: -622.00386

C28H57Al2BCl4CsF4N6O14S3 | ωB97M-V with the def2-TZVPD basis set

Positions of all 120 atoms, in Å:
C 7.99764 -0.68697 1.11395
C 8.08737 -0.07460 -0.32789
C 7.07543 -0.68692 -1.34926
C 5.58987 -0.25296 -1.11622
C 5.15626 0.94051 -2.03675
C 4.18908 1.95617 -1.37022
C 3.70100 3.09330 -2.33855
C 2.47788 2.70279 -3.23486
C 1.11145 3.28975 -2.72313
C 0.53162 2.24951 -1.74962
C -0.93668 2.62216 -1.19445
C -1.48588 1.40730 -0.27929
N -2.87794 1.08582 -0.67508
C -2.80410 -0.03193 -1.69888
C -3.94170 0.00752 -2.75132
C -5.23061 -0.80217 -2.41522
C -5.43518 -2.06462 -3.32812
C -2.51777 -1.44758 -1.02986
N -2.69033 -2.60066 -2.00329
C -1.55821 -2.93192 -2.57286
C -1.15938 -4.41457 -2.51833
C -0.56169 -1.94638 -3.36251
N -3.22802 -1.79270 0.20712
S -4.24972 -3.17393 0.12881
C -3.72802 -0.69332 1.05672
C -2.93651 -0.74361 2.42969
N -1.50478 -0.35048 2.37172
C -1.09121 0.15521 3.68406
C -3.86770 0.72358 0.39879
B -4.13506 1.89417 1.47505
N -5.05701 1.60690 2.58241
O -3.49571 3.10725 1.37702
H 8.32088 -1.73638 1.15537
H 7.01295 -0.62045 1.56390
H 8.68583 -0.11840 1.75845
H 9.13523 -0.19754 -0.65438
H 7.87296 1.01264 -0.29784
H 7.16187 -1.78504 -1.23374
H 7.42471 -0.43922 -2.36823
H 5.48518 -0.01984 -0.04208
H 4.97150 -1.12862 -1.39254
H 6.03760 1.50384 -2.38529
H 4.68004 0.50624 -2.93573
H 3.34690 1.47503 -0.83536
H 4.77983 2.46708 -0.58468
H 3.44573 3.95752 -1.70068
H 4.57080 3.40582 -2.94010
H 2.67035 3.04381 -4.26317
H 2.41293 1.59790 -3.27908
H 1.23857 4.26231 -2.22505
H 0.45902 3.43874 -3.59973
H 0.34962 1.32164 -2.39841
H 1.23159 1.99290 -0.90840
H -1.54687 2.77713 -2.09776
H -0.81505 3.51024 -0.56215
H -1.31296 1.72402 0.75309
H -0.74721 0.59068 -0.47343
H -3.27558 1.87027 -1.19989
H -1.85547 0.22965 -2.29279
H -3.50027 -0.35141 -3.69731
H -4.20088 1.06966 -2.94529
H -5.35117 -1.03515 -1.34660
H -6.08378 -0.14655 -2.66238
H -6.39869 -2.01207 -3.85115
H -4.67300 -2.02480 -4.13259
H -5.29554 -3.00392 -2.78185
H -1.40311 -1.47635 -0.79728
H -0.58573 -4.61849 -3.44210
H -2.05158 -5.05511 -2.59266
H -0.54910 -4.64458 -1.63325
H -1.08537 -1.32401 -4.10061
H -0.07235 -1.24987 -2.61359
H 0.20600 -2.51770 -3.90456
H -4.27427 -3.72238 1.38303
H -4.76322 -0.96610 1.33808
H -3.47808 -0.24074 3.24517
H -2.95120 -1.81668 2.71952
H -0.91063 -1.13040 2.07547
H -1.45932 1.18227 3.83124
H 0.00695 0.20166 3.80346
H -1.45738 -0.49092 4.50333
H -4.84394 0.67873 -0.13517
H -5.98354 1.93595 2.30523
H -4.80625 2.12040 3.42696
H -3.69162 3.65450 2.15929
F 7.24475 -1.67745 3.12771
Al 5.35459 -2.04585 2.81186
C -3.70316 4.14535 5.71891
Cl -2.64550 2.77498 5.34964
Cl -2.84095 5.29769 6.73807
Cl -4.18829 4.95066 4.19738
Cl -5.13414 3.56268 6.55798
C -4.71335 -0.80537 7.33328
F -3.78051 -1.34445 6.50634
F -5.42474 0.06609 6.58127
F -5.55221 -1.80063 7.65753
S -3.95724 -0.00044 8.82045
O -3.10398 1.02322 8.24631
O -3.24548 -1.07143 9.48156
O -5.08750 0.51047 9.56312
C 12.66818 -0.34748 -1.84450
N 11.59583 -1.21743 -1.31027
O 11.56820 -1.39738 -0.12961
O 10.81648 -1.69282 -2.13679
H 13.29680 -0.00044 -1.02832
H 13.22757 -0.98379 -2.54322
H 12.20274 0.49259 -2.35590
O -7.17255 -1.80832 0.51713
S -8.03097 -2.74551 -0.23059
O -9.42894 -2.51107 0.13868
O -7.63778 -4.12037 0.09205
O -7.87705 -2.52585 -1.67334
O 11.34019 -0.50220 2.64352
H 11.37719 -0.78868 1.73131
Cs 0.48699 -1.24854 -0.39338
Al 13.30216 -2.48397 -3.78650
C -8.62161 0.09151 -4.50803
O -8.72394 -0.60016 -5.50976
O -9.33310 -0.01046 -3.48571
O -7.78705 1.01043 -4.34251

Summary:
HOMO level in eV: -7.9
Total charge: +1
E_LUMO in eV: -7.214
Kohn-Sham gap in eV: 0.7
DFT total energy in a.u.: -6446.53359

C5H10N3O | ωB97M-V with the def2-TZVPD basis set

Positions of all 19 atoms, in Å:
C -1.17603 -0.55400 0.06479
C -0.08167 1.29496 1.13240
C 1.55274 0.77888 -0.58096
C -1.85735 0.30705 2.02124
C 1.33589 -0.94213 -2.29443
N -0.30453 -1.04894 -0.67361
N -1.18518 0.55742 0.75603
N 1.04362 -0.55916 -0.88984
O 1.08908 1.41788 0.48455
H -2.12345 -1.06535 0.09435
H -0.33514 2.17359 1.78708
H 2.62668 1.01435 -0.74325
H -2.89553 -0.04159 1.91338
H -1.36889 -0.42631 2.59090
H -1.82583 1.32663 2.67994
H 2.36731 -1.29176 -2.53458
H 0.43503 -1.67653 -2.50565
H 1.14141 -0.00138 -2.98322
H 1.56183 -1.26363 -0.31911

Summary:
HOMO level (spin up / spin down) in eV: -11.9 / -12.6
Total charge: +1
E_LUMO (spin up / spin down) in eV: -4.245 / -4.111
Kohn-Sham gap (spin up / spin down) in eV: 7.7 / 8.5
DFT total energy in a.u.: -435.55164